Entry 1:
12 unconnected molecules or ions with the total composition C29H56Br22Cl2N3, computed with wB97M-V/def2-TZVPD.

orbital gap: 0.233 hartree
net charge: +1
E_tot: -58851.29861 hartree
HOMO energy: -10.9 eV
E_LUMO: -4.57 eV
maximum force: 1.9 eV Å⁻¹

Element x y z (Å)
C 2.850 -3.999 1.335
C 3.400 -2.709 0.844
Cl 2.293 -1.420 0.727
C 4.678 -2.563 0.474
Cl 5.345 -1.081 -0.043
N 5.563 -3.646 0.481
C 6.834 -3.562 0.963
N 7.908 -3.598 0.098
C 8.675 -4.822 0.408
C 9.072 -4.831 1.902
C 8.496 -3.620 2.610
N 7.080 -3.494 2.263
H 2.677 -4.641 0.484
H 1.947 -3.879 1.901
H 3.571 -4.487 1.968
H 5.288 -4.511 0.056
H 8.490 -2.771 0.277
H 7.997 -5.643 0.245
H 9.522 -4.957 -0.234
H 10.143 -4.842 1.998
H 8.714 -5.747 2.339
H 8.647 -3.708 3.668
H 9.036 -2.742 2.285
H 6.584 -2.734 2.732
Br 4.814 4.903 2.541
C 5.183 3.617 1.135
C 5.010 2.204 1.611
Br 6.493 1.648 2.745
H 6.187 3.822 0.783
H 4.470 3.837 0.344
H 5.008 1.520 0.769
H 4.107 2.066 2.193
Br -0.979 1.504 5.783
C -1.002 1.706 3.851
C 0.330 1.358 3.249
Br 1.643 2.770 3.551
H -1.300 2.727 3.641
H -1.768 1.025 3.492
H 0.244 1.261 2.169
H 0.750 0.448 3.662
Br -2.668 -2.837 1.033
C -1.730 -4.058 -0.153
C -1.608 -5.420 0.473
Br -0.212 -5.533 1.828
H -0.780 -3.606 -0.412
H -2.354 -4.121 -1.040
H -1.326 -6.163 -0.267
H -2.530 -5.722 0.954
Br -4.622 3.304 -1.102
C -2.822 2.765 -1.604
C -2.885 1.531 -2.454
Br -3.295 -0.037 -1.368
H -2.260 2.630 -0.688
H -2.403 3.597 -2.165
H -1.924 1.338 -2.930
H -3.661 1.601 -3.207
Br -7.182 5.367 3.397
C -5.282 4.989 3.224
C -4.497 6.219 2.860
Br -4.729 6.685 0.987
H -5.186 4.202 2.485
H -4.972 4.615 4.196
H -3.435 6.035 2.982
H -4.785 7.088 3.438
Br 1.213 3.174 8.622
C 0.227 2.727 10.238
C 0.352 1.268 10.577
Br -0.752 0.161 9.418
H -0.800 3.031 10.075
H 0.666 3.337 11.022
H -0.008 1.079 11.584
H 1.368 0.905 10.482
Br 9.311 -0.536 -0.183
C 10.112 -0.499 -1.958
C 10.055 -1.856 -2.604
Br 11.359 -3.077 -1.833
H 11.122 -0.127 -1.831
H 9.529 0.219 -2.527
H 10.305 -1.784 -3.659
H 9.086 -2.328 -2.493
Br -3.002 3.358 -5.676
C -1.744 2.380 -6.794
C -1.339 1.079 -6.159
Br -0.061 1.335 -4.714
H -0.907 3.041 -6.983
H -2.274 2.192 -7.723
H -0.829 0.443 -6.878
H -2.179 0.540 -5.738
Br -6.115 -2.864 -2.696
C -5.816 -1.355 -3.884
C -5.161 -1.775 -5.172
Br -3.267 -2.146 -4.913
H -5.225 -0.636 -3.327
H -6.800 -0.940 -4.080
H -5.203 -0.966 -5.896
H -5.600 -2.667 -5.601
Br -9.105 2.889 -1.554
C -8.315 4.148 -2.808
C -8.366 3.619 -4.213
Br -7.031 2.228 -4.481
H -7.303 4.336 -2.469
H -8.903 5.057 -2.723
H -8.122 4.400 -4.928
H -9.326 3.183 -4.468
Br -10.917 -1.535 -2.294
C -9.757 -1.659 -3.848
C -9.446 -0.302 -4.419
Br -10.947 0.428 -5.417
H -10.253 -2.309 -4.560
H -8.849 -2.139 -3.489
H -8.633 -0.365 -5.137
H -9.198 0.427 -3.657

Löwdin population analysis, charges in e, atoms 1 to 6:
1 C -0.1352
2 C -0.7364
3 Cl 0.7357
4 C -0.7521
5 Cl 0.7490
6 N 0.0709

Entry 2:
A molecular structure, C29H56Br6HgN3O3, computed with wB97M-V/def2-TZVPD.

orbital gap: 0.154 hartree
net charge: -1
E_tot: -17125.82828 hartree
HOMO energy: -2.8 eV
E_LUMO: 1.36 eV
maximum force: 2.4 eV Å⁻¹

Element x y z (Å)
Hg 1.053 -0.344 0.555
C 0.797 2.038 3.472
C 0.284 0.789 4.167
C -1.084 1.090 4.805
C -1.985 -0.089 5.183
C -2.049 -1.005 3.984
C -0.693 -1.495 3.483
N 0.186 -0.328 3.218
O 1.488 -0.743 2.802
C -1.001 -2.243 2.171
C -0.059 -2.432 4.498
C 1.164 0.469 5.401
H 0.895 2.875 4.169
H 0.070 2.320 2.705
H 1.762 1.953 2.974
H -1.668 1.786 4.185
H -1.032 1.688 5.725
H -3.017 0.234 5.381
H -1.763 -0.426 6.200
H -2.625 -0.573 3.163
H -2.664 -1.836 4.359
H -1.104 -1.637 1.266
H -1.889 -2.872 2.280
H -0.203 -2.974 1.999
H 0.913 -2.796 4.162
H -0.668 -3.342 4.542
H 0.045 -1.916 5.446
H 2.080 -0.034 5.077
H 0.670 -0.125 6.167
H 1.526 1.388 5.873
C -2.526 1.815 -1.500
C -2.174 0.746 -0.423
C -3.541 0.290 0.130
C -4.226 -0.613 -0.891
C -3.305 -1.819 -1.128
C -1.959 -1.420 -1.737
N -1.363 -0.383 -0.917
O -0.078 -0.042 -1.397
C -2.257 -1.061 -3.199
C -1.102 -2.695 -1.823
C -1.413 1.513 0.648
H -1.566 2.164 -1.894
H -2.954 2.676 -0.986
H -3.051 1.417 -2.361
H -4.171 1.065 0.567
H -3.446 -0.436 0.951
H -4.422 -0.107 -1.837
H -5.172 -1.019 -0.521
H -3.858 -2.686 -1.495
H -3.065 -2.164 -0.109
H -2.959 -1.764 -3.650
H -1.364 -1.045 -3.828
H -2.776 -0.120 -3.377
H -1.540 -3.583 -2.289
H -0.927 -3.086 -0.814
H -0.204 -2.436 -2.380
H -1.931 2.354 1.110
H -0.416 1.851 0.362
H -1.262 0.798 1.473
C 5.348 0.962 -0.478
C 3.831 0.790 -0.686
C 3.304 1.272 -2.065
C 3.603 0.301 -3.189
C 3.224 -1.140 -2.895
C 3.696 -1.620 -1.499
N 3.392 -0.609 -0.484
O 3.640 -1.039 0.825
C 5.182 -2.019 -1.711
C 2.822 -2.832 -1.210
C 3.166 1.704 0.353
H 5.657 0.209 0.252
H 5.604 1.921 -0.027
H 5.902 0.779 -1.398
H 3.665 2.302 -2.174
H 2.221 1.426 -1.977
H 4.677 0.374 -3.400
H 3.074 0.682 -4.068
H 3.739 -1.678 -3.695
H 2.157 -1.333 -3.022
H 5.457 -2.492 -2.659
H 5.494 -2.722 -0.935
H 5.883 -1.186 -1.711
H 2.966 -3.583 -1.995
H 1.762 -2.565 -1.274
H 2.914 -3.309 -0.234
H 3.475 1.417 1.359
H 2.096 1.890 0.217
H 3.677 2.672 0.275
C -1.080 5.458 -3.628
Br -2.851 4.737 -3.928
Br -0.132 6.116 -5.177
Br 0.120 4.352 -2.561
H -1.215 6.327 -3.001
C -5.418 0.676 -5.571
Br -5.406 -0.930 -4.512
Br -6.763 0.584 -6.955
Br -3.666 0.979 -6.356
H -5.618 1.499 -4.899

Löwdin population analysis, charges in e, atoms 1 to 6:
1 Hg 1.2823
2 C -0.0341
3 C -0.5133
4 C -0.1568
5 C -0.1956
6 C -0.1568